The molecule C5H7N, computed with ωB97M-V with the def2-TZVPD basis set.

```
13
Properties=species:S:1:pos:R:3:forces:R:3
C 1.808360 0.112492 -0.094225 0.0 0.1 0.0
C 0.318492 0.052700 -0.005641 -0.3 -0.2 -0.1
C -0.683193 1.088704 0.348607 0.1 0.1 0.1
C -2.047975 0.436248 0.512306 0.3 -0.4 -0.1
C -1.781091 -0.819785 0.055928 -0.3 0.0 0.1
N -0.386514 -1.024776 -0.220100 0.2 0.2 0.0
H 2.267404 -0.367212 0.779517 -0.1 0.1 -0.1
H 2.191198 -0.392066 -0.987401 -0.1 0.0 0.1
H 2.150713 1.149400 -0.112358 -0.1 -0.1 0.0
H -0.345728 1.908217 0.987520 -0.1 -0.2 0.0
H -0.961853 1.542148 -0.622836 0.3 0.2 -0.1
H -2.426504 -1.673455 -0.118203 0.1 0.1 0.1
H 0.015498 -1.892621 -0.558918 0.0 0.1 0.1
```
Positions in Å, forces in eV/Å.

Properties
Relative energy (zero: lowest compared OMol25 entry of this formula, charge and spin) (kJ/mol): 323.98
Orbital gap (eV): 7.9

Atom charges from the Löwdin analysis, given in e for atoms 1 to 5: C -0.0163; C -0.2803; C -0.2131; C -0.1005; C -0.2124